A cluster of 2 separate species, C6H10O in total. Source: the OMol25 dataset; level of theory: the ωB97M-V functional and the def2-TZVPD basis.

Summary:
SMILES: CC1=CCC1.C=O
HOMO-LUMO gap in eV: 10.18
HOMO level in hartree: -0.339

Each line ends with the natural charge from an NBO analysis.
Atoms and positions in Å:
C -0.388 2.028 0.088  -0.66
C 0.319 0.723 -0.050  0.03
C 0.655 -0.066 -1.080  -0.21
C 1.426 -1.051 -0.229  -0.42
C 0.997 -0.161 0.978  -0.43
O -1.444 -2.176 0.528  -0.53
C -1.856 -1.262 -0.143  0.28
H -0.836 2.344 -0.860  0.22
H 0.323 2.802 0.402  0.23
H -1.176 1.990 0.851  0.22
H 0.446 -0.022 -2.147  0.20
H 2.505 -1.069 -0.408  0.21
H 1.042 -2.077 -0.201  0.22
H 1.810 0.303 1.548  0.20
H 0.317 -0.675 1.667  0.22
H -1.875 -1.296 -1.249  0.11
H -2.264 -0.334 0.307  0.11

=====

The molecule C6H10O. Source: the OMol25 dataset; level of theory: the ωB97M-V functional and the def2-TZVPD basis.

Summary:
HOMO-LUMO gap in eV: 8.60
HOMO level in hartree: -0.286

Each line ends with the natural charge from an NBO analysis.
Atoms and positions in Å:
C -1.553 0.923 -0.760  -0.61
C -0.136 0.336 -0.752  -0.25
C 0.883 1.041 0.191  -0.54
C 1.401 -0.025 1.157  0.11
O 1.548 -1.217 -0.409  -0.66
C 0.130 -0.901 1.311  -0.57
C 0.069 -1.076 -0.185  0.10
H -1.528 1.917 -1.228  0.22
H -1.965 1.058 0.247  0.20
H -2.262 0.318 -1.339  0.21
H 0.231 0.322 -1.783  0.22
H 0.415 1.803 0.830  0.23
H 1.699 1.517 -0.357  0.23
H 1.950 -1.941 0.100  0.50
H 0.247 -1.843 1.860  0.21
H -0.677 -0.324 1.783  0.22
H -0.451 -1.909 -0.666  0.19

=====

A cluster of 2 separate species, C6H10O in total. Source: the OMol25 dataset; level of theory: the ωB97M-V functional and the def2-TZVPD basis.

Summary:
HOMO-LUMO gap in eV: 8.80
HOMO level in hartree: -0.313

Each line ends with the natural charge from an NBO analysis.
Atoms and positions in Å:
C 2.745 -0.729 0.221  -0.78
C 2.075 0.154 1.166  -0.04
C -0.605 1.120 -0.395  -0.46
C -2.077 1.329 -0.684  -0.15
C -2.469 0.170 -0.148  -0.24
C -1.074 -0.196 0.313  0.07
O -0.509 -1.420 -0.106  -0.72
H 1.840 -0.723 -0.440  0.30
H 3.573 -0.298 -0.349  0.21
H 2.912 -1.788 0.457  0.21
H 1.436 -0.516 1.781  0.09
H 0.015 0.926 -1.279  0.20
H -0.090 1.853 0.235  0.23
H -2.615 2.161 -1.131  0.21
H -3.432 -0.318 -0.021  0.21
H -0.937 -0.161 1.399  0.19
H -0.787 -1.566 -1.020  0.47

=====

ΔE to the lowest compared entry with this formula, charge and spin readings, ordered: 1.8781, 3.7589, 5.5198 eV